Record 1
C29H28BBrCoF4N5OS | the ωB97M-V functional and the def2-TZVPD basis

Results
Gap between HOMO and LUMO (alpha / beta): 7.0 / 6.9 eV
Multiplicity: 2
⟨S²⟩: 0.9999
Total charge: -1
Highest occupied orbital energy (alpha / beta): -4.65 / -4.61 eV

Last column: Löwdin charge in e.
Positions of all 71 atoms, in Å:
C1 -0.99 -1.81 -3.46  -0.05
C2 0.47 4.46 -0.47  -0.08
H1 -0.33 5.14 -0.77  0.10
N1 -0.48 -0.65 -1.44  0.09
H2 0.92 -1.74 -2.46  0.12
C3 1.57 -2.88 0.72  -0.50
C4 2.72 4.07 0.27  -0.17
H3 2.33 -4.85 3.36  0.11
Co1 0.78 0.27 0.10  0.25
H4 1.75 -6.00 1.14  0.11
H5 2.67 -2.47 2.50  0.11
C5 -3.47 1.11 0.02  -0.18
H6 6.01 4.11 1.17  0.09
C6 3.63 1.86 0.39  -0.56
H7 2.24 -4.44 -0.30  0.11
C7 5.04 3.72 0.89  -0.10
H8 -0.73 2.72 -0.83  0.08
H9 0.88 -3.88 3.17  0.12
H10 3.40 -3.71 1.46  0.12
B1 1.47 0.77 -3.96  -1.26
C8 1.67 4.96 -0.05  -0.06
C9 -2.09 0.58 -0.16  -0.18
C10 -3.67 2.48 0.12  -0.02
F1 1.66 -0.45 -4.65  0.07
H11 1.84 6.03 0.01  0.10
N2 -1.44 1.38 1.85  0.02
F2 0.10 1.12 -4.02  0.09
C11 2.46 -3.32 1.85  -0.10
C12 -1.74 -0.20 -1.38  -0.18
H12 0.04 2.28 4.45  0.06
N3 1.49 -3.77 -0.34  0.06
C13 3.99 4.57 0.65  -0.05
C14 4.86 2.33 0.73  -0.14
C15 -2.66 -0.48 -2.38  -0.01
H13 -1.54 2.61 3.86  0.08
C16 -0.20 -5.04 0.93  -0.17
H14 0.26 -5.19 -1.21  0.12
H15 0.66 -6.27 2.48  0.10
H16 -5.10 4.06 0.33  0.10
C17 2.49 2.68 0.18  -0.22
H17 -3.65 -0.05 -2.35  0.11
C18 -2.28 -1.30 -3.43  -0.05
C19 0.19 -4.43 -0.43  -0.17
H18 -2.82 3.15 0.10  0.11
F3 2.25 1.78 -4.52  0.11
H19 4.13 5.64 0.73  0.10
C20 1.67 -4.40 2.62  -0.17
H20 -2.98 -1.52 -4.23  0.10
Br1 3.48 -0.01 0.04  0.91
H21 -0.88 -5.88 0.76  0.10
C21 -0.12 -1.44 -2.45  -0.13
H22 -6.69 0.09 0.33  0.10
N4 -1.15 0.72 0.71  -0.02
H23 -4.40 -0.82 0.05  0.12
C22 0.24 3.07 -0.50  -0.09
C23 1.20 2.15 -0.12  -0.18
C24 -4.95 2.99 0.27  -0.08
S1 1.11 0.66 2.57  0.66
N5 -0.75 1.98 3.91  0.04
O1 0.82 -1.93 0.82  0.00
H24 -7.04 2.53 0.44  0.09
H25 -0.55 -3.70 -0.75  0.11
F4 1.82 0.57 -2.60  0.05
H26 -0.64 -2.43 -4.27  0.11
H27 -0.76 -4.30 1.51  0.11
H28 5.70 1.66 0.84  0.09
C25 -0.44 1.36 2.72  -0.86
C26 -5.84 0.76 0.26  -0.09
C27 -4.56 0.26 0.10  -0.05
C28 1.00 -5.51 1.78  -0.20
C29 -6.04 2.13 0.33  -0.10

Record 2
C29H28BrN3O3V | the ωB97M-V functional and the def2-TZVPD basis

Results
Gap between HOMO and LUMO (alpha / beta): 6.6 / 6.8 eV
Multiplicity: 2
⟨S²⟩: 0.7908
Total charge: +2
Highest occupied orbital energy (alpha / beta): -13.69 / -13.69 eV

Last column: Löwdin charge in e.
Positions of all 65 atoms, in Å:
N1 -0.85 -0.25 1.44  0.07
V1 0.77 -0.32 -0.75  0.83
C1 -1.06 -3.74 -2.19  -0.05
C2 -1.35 -2.32 -2.59  -0.20
H1 2.62 -2.55 -5.06  0.13
H2 -0.13 -2.82 6.04  0.12
C3 -1.28 -4.17 3.14  0.02
H3 4.74 -2.94 -3.85  0.13
C4 -1.85 3.52 -1.44  -0.04
H4 0.76 -1.16 4.44  0.12
C5 3.97 -2.31 -3.41  -0.02
H5 5.60 -0.20 -0.25  0.13
C6 -0.07 -2.14 2.71  -0.13
N2 2.38 0.69 -0.09  -0.03
H6 5.74 1.51 1.53  0.13
H7 3.68 2.74 2.22  0.13
H8 -1.65 -1.59 -0.77  0.10
H9 -1.42 0.10 2.20  0.16
C7 0.34 -1.03 1.81  -0.29
H10 -1.24 -4.40 -3.05  0.10
C8 4.22 -1.68 -2.20  0.01
C9 -1.19 2.42 -1.05  -0.52
C10 -0.32 -2.93 4.98  -0.06
O1 -1.02 -3.47 0.91  0.05
H11 -3.78 5.22 2.44  0.12
C11 -1.35 1.64 0.15  -0.12
C12 1.99 -0.75 -2.27  -0.20
C13 4.79 1.28 1.07  0.01
H12 -0.02 -3.87 -1.89  0.09
C14 -0.78 -3.24 2.25  -0.24
H13 -5.51 6.40 1.13  0.12
O2 0.93 -1.41 0.55  -0.19
H14 -2.38 -2.17 -2.88  0.13
H15 -1.70 -4.07 -1.37  0.08
H16 -1.45 -4.74 5.20  0.12
H17 -0.29 -3.11 0.39  0.07
H18 1.53 2.13 1.14  0.12
C15 0.18 -2.00 4.08  -0.02
C16 -3.75 5.04 -1.41  -0.01
H19 -5.46 6.32 -1.35  0.12
C17 3.64 1.96 1.47  -0.01
C18 -1.06 -4.00 4.50  -0.04
H20 -2.02 3.94 1.30  0.11
C19 -3.78 5.14 1.36  -0.05
C20 -2.81 4.40 0.72  -0.04
H21 0.88 -1.12 -4.08  0.10
C21 3.25 -0.86 -1.64  -0.17
C22 -2.80 4.32 -0.68  -0.22
C23 4.72 0.31 0.08  0.04
Br1 0.10 1.66 -2.26  1.07
N3 -0.61 0.61 0.36  -0.12
C24 3.49 0.04 -0.50  -0.19
C25 2.45 1.63 0.87  -0.08
C26 1.79 -1.31 -3.52  -0.08
C27 -4.73 5.77 -0.77  -0.04
H22 -2.15 1.90 0.84  0.14
H23 1.08 -0.41 2.33  0.15
H24 -3.72 5.01 -2.50  0.12
H25 -0.73 -2.01 -3.42  0.09
C28 -4.75 5.82 0.62  -0.04
H26 -1.66 3.86 -2.46  0.12
O3 -1.06 -1.37 -1.51  -0.16
H27 5.19 -1.80 -1.73  0.12
C29 2.78 -2.10 -4.09  -0.03
H28 -1.83 -5.02 2.76  0.13

Record 3
C29H28ClF7N3O10 | the ωB97M-V functional and the def2-TZVPD basis

Results
Gap between HOMO and LUMO: 6.3 eV
Total charge: +1
Highest occupied orbital energy: -11.32 eV

Last column: Löwdin charge in e.
Positions of all 78 atoms, in Å:
C1 6.41 -4.52 -6.26  0.08
H1 4.19 2.21 0.66  0.10
H2 0.63 3.61 1.39  0.10
C2 -1.72 0.48 0.75  -0.15
N1 1.56 1.63 1.26  -0.04
C3 5.18 -4.96 -6.56  -0.23
C4 -3.13 1.15 0.81  -0.08
C5 5.54 -3.74 -4.01  -0.23
H3 6.78 -2.93 -2.88  0.12
C6 -4.83 5.17 4.39  -0.31
C7 -2.50 6.64 5.17  -0.32
H4 2.31 -0.87 2.93  0.10
C8 -0.02 -2.96 0.15  -0.33
H5 2.74 -1.08 -0.13  0.12
C9 1.11 2.83 2.02  -0.03
C10 0.35 -4.14 -2.21  -0.50
O1 7.77 -3.43 -4.68  0.12
H6 -3.11 -0.96 -3.34  0.09
H7 -3.55 3.41 4.46  0.12
N2 -0.74 1.31 0.99  0.22
C11 -3.23 -1.97 -1.43  -0.64
C12 -1.71 -0.94 0.43  0.00
H8 -3.77 8.41 5.06  0.14
H9 2.05 3.29 2.43  0.11
O2 1.46 2.70 -0.83  0.16
C13 2.63 -1.34 1.98  0.07
C14 -4.85 6.66 4.56  -0.23
H10 -5.21 2.18 2.10  0.11
H11 -1.75 -0.49 -2.23  0.09
F1 1.09 -1.95 -1.79  0.13
H12 3.49 -4.09 -3.61  0.11
C15 2.12 2.14 -0.03  -0.43
O3 -4.47 1.97 2.69  -0.08
C16 4.32 -4.18 -4.30  0.07
H13 -3.82 -1.27 0.53  0.08
C17 -2.83 -0.73 -2.29  -0.12
O4 4.91 -5.57 -7.72  0.11
H14 -6.65 6.56 4.08  0.12
H15 -2.93 -2.78 0.65  0.14
Cl1 -5.06 -2.09 -1.54  0.62
O5 -1.49 7.22 5.52  0.11
H16 -4.79 0.14 1.84  0.12
C18 2.12 -1.02 0.78  -0.11
H17 3.45 -2.08 2.02  0.10
C19 4.04 -4.81 -5.59  -0.31
F2 -0.82 -3.74 -2.75  0.17
C20 -3.92 0.77 2.13  -0.22
H18 -3.44 0.15 -2.00  0.07
H19 -0.67 5.27 5.43  0.12
N3 0.47 0.78 1.00  -0.03
H20 7.24 -4.62 -6.95  0.14
O6 -6.02 7.27 4.33  0.11
H21 -2.86 -2.93 -1.82  0.08
F3 0.72 -3.46 1.20  0.12
H22 -3.03 2.25 0.78  0.13
O7 5.83 -3.16 -2.84  0.10
C21 -2.47 5.16 4.97  -0.23
C22 3.64 1.97 -0.27  0.02
F4 0.32 -5.40 -1.80  0.20
C23 -3.56 4.48 4.61  0.07
C24 0.65 -0.52 0.76  -0.05
H23 3.96 -5.79 -7.68  0.12
H24 3.93 2.69 -1.06  0.10
F5 -1.07 -3.80 0.01  0.14
F6 1.24 -4.10 -3.24  0.14
H25 -3.32 0.19 2.86  0.13
O8 -1.29 4.55 5.18  0.09
H26 3.89 0.95 -0.65  0.09
H27 -3.74 0.87 -0.08  0.10
C25 -0.35 -1.50 0.45  0.08
C26 -2.93 -1.80 0.12  -0.15
C27 -3.76 7.34 4.93  0.08
C28 6.67 -3.87 -4.99  -0.31
F7 2.12 -3.62 -0.77  0.15
O9 2.94 -5.21 -5.91  0.11
O10 -5.85 4.59 4.07  0.11
H28 0.48 2.59 2.90  0.10
C29 0.90 -3.14 -1.14  -0.30

Number 1: electronic energy -6250.52556 Eh. Number 2: electronic energy -5029.34761 Eh. Number 3: electronic energy -3197.40440 Eh.